1.
14
Properties=species:S:1:pos:R:3:forces:R:3:nbo_charge:R:1 method="wB97M-V/def2-TZVPD" smiles="NN1NCC(=S)N1S" e_tot_ev=-29798.428 total_charge=0 e_lumo_ev=0.20 homo_ev=-8.6
S -2.5699 -1.2126 -0.3919 -1.203 -0.600 -0.074 0.043
S -1.8454 1.9247 0.2463 0.180 0.194 -1.374 0.231
N 1.0449 -0.4109 0.8660 0.567 -0.243 2.230 -0.458
N -0.6897 0.7081 -0.0223 -1.825 -2.910 -0.010 -0.472
N 1.4171 1.1694 -0.7920 0.790 -1.044 -1.958 -0.642
N 0.6586 0.8210 0.3252 0.476 1.232 1.724 -0.007
C -1.1376 -0.7005 0.0172 3.326 2.509 -0.409 0.009
C 0.1846 -1.4370 0.3962 -1.395 1.372 -2.211 -0.320
H -0.0515 -2.1516 1.1017 -0.187 -1.552 1.582 0.229
H 1.2197 0.4181 -1.5008 0.580 0.877 0.332 0.316
H 2.4516 1.1252 -0.5867 -1.777 0.050 0.194 0.374
H -2.2260 2.0280 -1.0953 0.311 0.092 1.227 0.128
H 0.8731 -0.3932 1.8760 0.435 0.725 -0.304 0.355
H 0.6704 -1.8887 -0.4396 -0.278 -0.701 -0.949 0.212

***

2.
111
Properties=species:S:1:pos:R:3:forces:R:3:mulliken_charge:R:1 method="wB97M-V/def2-TZVPD" e_tot_ev=-184425.514 total_charge=+3 e_lumo_ev=-8.84 homo_ev=-15.7
Se -1.1321 0.2868 -2.2024 0.415 0.366 0.216 0.213
Ga -0.3613 0.1016 0.1496 -0.167 -0.088 -0.078 0.953
P 0.8308 0.1483 2.3549 -0.012 0.002 -0.047 -0.211
N -2.5848 2.3331 0.5325 -0.156 0.086 -0.119 -0.229
N -1.9880 -1.2859 0.4988 0.159 -0.082 -0.022 0.855
N -5.4830 3.4300 -2.1973 -0.005 -0.001 -0.046 -0.266
N -2.8405 0.0081 -2.5510 -0.280 -0.634 -0.194 -0.809
N -4.3933 1.8352 -0.8967 -0.156 -0.021 0.171 0.233
N -3.8194 0.2000 0.0921 0.053 -0.056 0.099 0.066
N -3.7681 4.0238 -0.7738 -0.011 -0.027 -0.036 -0.741
N -2.0748 4.5884 0.6048 0.028 -0.010 -0.007 -0.180
C -3.7937 -3.3980 0.6409 -0.013 -0.008 0.003 -1.000
C 2.5814 0.4213 2.0185 0.012 0.012 0.030 0.972
C 4.5804 0.4198 0.6958 0.022 -0.008 -0.045 -0.826
C -2.4281 -3.6436 0.6543 -0.014 0.004 0.023 -1.298
C -0.7031 -1.6851 3.8611 0.021 -0.048 -0.044 -1.778
C 2.2256 2.3834 -0.9328 -0.018 0.023 0.037 0.745
C -4.0820 -0.1006 -2.3661 -0.056 0.378 0.085 1.250
C 2.6180 -1.1684 -5.4067 -0.001 0.003 -0.013 -1.512
C 1.0746 3.2874 -1.3723 -0.044 0.038 0.012 -1.561
C 0.7234 -1.4358 3.3535 -0.029 0.051 0.005 2.392
C -4.5634 3.1167 -1.3079 0.032 0.004 -0.092 0.613
C 1.6585 0.6319 -2.6403 0.072 0.065 -0.029 -0.874
C 1.3369 -0.9240 -4.5993 0.003 0.008 -0.006 -0.328
C -1.5761 -2.5673 0.5978 0.030 -0.009 0.054 -0.086
C 0.0996 1.6430 3.1971 -0.044 -0.027 0.029 2.335
C 5.3362 0.8043 1.7896 -0.015 -0.001 0.012 -1.524
C 4.7181 1.0074 3.0146 -0.002 -0.006 -0.026 -1.282
C 1.6938 -0.6601 -3.1550 0.054 -0.100 -0.002 1.097
C -4.9727 -0.5542 -3.4340 -0.004 0.019 0.004 -0.928
C 2.0555 0.9265 -1.3348 0.002 0.079 -0.045 0.974
C -1.4265 1.4694 3.2753 0.073 -0.080 0.020 -2.029
C -4.7559 0.3936 -1.0650 0.074 -0.069 -0.149 0.646
C 0.6022 1.9341 4.6175 0.016 0.008 0.042 -1.589
C 1.6481 -1.4273 4.5827 -0.001 0.024 0.035 -1.642
C -6.8852 -0.4330 -1.9070 -0.018 -0.016 -0.015 -0.538
C 1.2435 -2.5493 2.4278 0.036 -0.041 -0.012 -0.594
C 3.2016 0.2231 0.7761 0.046 -0.033 0.004 -0.575
C -3.4496 1.5232 0.0253 0.134 0.159 -0.055 -0.224
C 0.3631 -2.0905 -4.7676 -0.007 -0.018 0.006 -1.306
C 2.5152 -0.1302 -0.5090 -0.190 -0.112 0.155 0.324
C 3.5402 2.9200 -1.5178 -0.026 0.016 -0.013 -1.486
C -6.2800 -0.7256 -3.2089 -0.011 0.011 0.011 -0.612
C 4.6894 -2.7958 -0.8665 0.010 -0.005 -0.008 -1.313
C -3.3040 -1.0693 0.4116 -0.016 0.120 0.013 0.167
C 3.3547 0.8129 3.1229 0.023 -0.013 0.013 -0.904
C -6.1879 0.0689 -0.8856 -0.014 0.028 0.024 -1.036
C -2.8324 3.6355 0.0979 0.019 -0.082 0.024 0.099
C 2.5901 -1.4435 -1.0274 -0.040 0.007 -0.046 1.019
C 2.5001 -3.9023 -0.3915 0.041 0.004 0.010 -1.609
C 0.4715 2.8234 2.2996 -0.031 0.047 -0.023 -1.323
C 3.2784 -2.5833 -0.2992 -0.026 0.002 0.035 0.534
C -4.2350 -2.0944 0.5181 0.022 -0.040 0.034 -0.558
C 2.1401 -1.6783 -2.3230 -0.005 0.018 -0.063 -0.605
H -6.9207 -1.1043 -3.9940 -0.005 0.005 0.001 0.486
H 3.3409 -0.3635 -5.2701 -0.013 0.005 -0.004 0.382
H 3.0911 -2.1053 -5.1058 0.006 0.008 0.015 0.296
H 0.5000 1.0838 5.2869 -0.024 0.019 0.011 0.329
H -1.8737 2.4451 3.4745 -0.019 -0.002 -0.023 0.657
H 1.5486 2.9921 2.2766 -0.032 0.023 0.022 0.194
H 0.7405 -3.4906 2.6562 -0.003 0.003 -0.017 0.584
H -6.1204 2.7489 -2.5772 -0.005 0.009 0.001 0.200
H 2.8950 0.9517 4.0895 0.038 -0.028 -0.051 0.725
H 1.4247 -3.7730 -0.2474 -0.010 -0.002 0.002 0.184
H -0.9379 -1.0311 4.6983 -0.006 0.016 0.013 0.349
H -1.7149 0.8098 4.0877 0.016 -0.011 0.057 0.429
H 0.0021 3.7226 2.7098 0.048 -0.003 0.000 0.857
H -2.2439 5.5437 0.3279 0.005 -0.008 0.006 0.294
H -0.7558 -2.7087 4.2363 -0.003 0.004 -0.016 0.574
H -5.2901 -1.8653 0.4926 0.016 0.007 0.015 0.741
H 0.1298 2.6797 1.2708 -0.049 0.080 -0.076 -0.237
H 2.3097 -2.7005 2.5862 0.005 0.001 -0.011 0.514
H 0.8024 -3.0270 -4.4203 0.002 -0.008 -0.014 0.292
H 2.2993 2.4317 0.1556 0.020 0.004 0.000 -0.324
H 1.0562 3.4249 -2.4545 -0.011 -0.012 0.008 0.465
H 0.1209 -2.2210 -5.8217 -0.004 0.001 -0.005 0.483
H -1.3858 4.3841 1.3041 0.083 -0.043 0.049 0.120
H -1.4776 -1.5630 3.1077 -0.052 -0.001 -0.102 0.340
H 1.2012 4.2772 -0.9312 -0.004 0.002 -0.011 0.456
H 2.6423 -4.3776 -1.3625 -0.017 0.012 -0.009 0.469
H -7.9420 -0.6323 -1.7811 -0.001 0.000 -0.006 0.550
H 1.3622 -0.7017 5.3401 0.009 -0.011 -0.010 0.254
H 2.3853 -1.2389 -6.4687 -0.001 -0.012 0.000 0.466
H 1.3769 1.4461 -3.2991 0.019 -0.010 -0.006 0.327
H 1.5615 -2.4172 5.0371 -0.009 0.001 0.005 0.501
H 1.1284 -2.3422 1.3630 0.026 0.011 0.049 -1.279
H -0.0257 2.7312 5.0216 0.011 0.014 -0.004 0.489
H 4.6499 -2.9404 -1.9474 0.005 -0.013 0.004 0.287
H 5.3518 -1.9562 -0.6603 -0.026 0.013 -0.016 0.289
H 0.0942 2.9022 -1.0745 -0.009 -0.002 0.017 0.079
H 2.6926 -1.2875 4.3193 0.016 -0.013 -0.003 0.570
H 5.2914 1.3064 3.8814 0.003 0.006 -0.004 0.543
H -2.0303 -4.6462 0.7191 0.009 0.004 -0.005 0.604
H -5.5749 4.3969 -2.4738 -0.009 -0.004 0.006 0.312
H 3.5352 2.8221 -2.6048 0.008 0.014 -0.001 0.342
H -4.5142 -0.7887 -4.3849 0.013 -0.008 0.005 0.559
H -0.5716 -1.9329 -4.2243 0.021 0.016 0.007 0.171
H -0.5084 -2.7260 0.6213 -0.039 0.017 -0.012 0.347
H 2.2092 -2.6834 -2.7201 0.002 0.000 0.004 0.508
H -1.8694 1.0975 2.3526 0.039 -0.008 0.076 0.282
H 5.0649 0.2763 -0.2614 0.000 -0.005 -0.001 0.999
H -6.6404 0.3018 0.0710 0.005 0.003 0.001 0.571
H 3.6558 3.9768 -1.2756 0.003 -0.006 0.010 0.482
H 6.4031 0.9500 1.6844 0.002 -0.006 0.001 0.479
H 3.3852 -2.3035 0.7490 0.006 -0.009 0.022 -0.216
H 0.8635 -0.0165 -4.9877 -0.014 0.003 0.012 0.387
H 2.8643 -4.6053 0.3580 0.001 0.000 -0.006 0.488
H 4.4107 2.3917 -1.1342 -0.007 -0.031 0.000 0.295
H -4.5059 -4.2088 0.7185 -0.001 -0.001 -0.002 0.480
H 5.1358 -3.6879 -0.4267 0.008 0.014 0.017 0.485
H 1.6274 2.2970 4.6406 -0.059 -0.005 0.008 0.381

***

3.
10
Properties=species:S:1:pos:R:3:forces:R:3:nbo_charge:R:1 method="wB97M-V/def2-TZVPD" smiles="C/C=N/C(=S)Cl" e_tot_ev=-28021.510 total_charge=0 e_lumo_ev=-0.71 homo_ev=-9.2
Cl -3.6199 1.4898 -2.6197 -1.161 -0.155 -1.246 0.135
S -2.0412 3.5959 -1.3108 0.068 0.138 -0.228 0.087
N -1.8022 0.7933 -0.9760 -0.305 1.229 -1.191 -0.481
C -2.4148 2.0881 -1.6690 2.362 -2.223 3.303 -0.116
C -0.0413 -0.5023 0.1177 0.416 2.200 -1.127 -0.670
C -0.6543 0.8055 -0.4182 -0.374 -0.934 -1.413 0.190
H -0.8917 -0.9740 0.4018 -2.274 -2.291 0.942 0.230
H 0.4667 -0.1914 0.9638 0.995 0.510 2.143 0.213
H 0.6874 -1.1731 -0.3406 -0.440 0.522 -1.102 0.245
H -0.1338 1.7159 -0.2493 0.714 1.004 -0.080 0.166

***

4.
6
Properties=species:S:1:pos:R:3:forces:R:3:nbo_charge:R:1 method="wB97M-V/def2-TZVPD" e_tot_ev=-6871.125 total_charge=0 e_lumo_ev="-1.51 / -1.60" homo_ev="-8.2 / -8.1"
F -0.8308 0.7836 -2.6044 0.007 -0.634 1.294 -0.322
C -0.0298 -0.1917 0.6528 1.441 0.147 2.444 -0.362
C 0.8331 -0.1608 1.5542 1.585 -0.195 0.121 -0.052
C -0.5466 -0.2223 -1.8463 -0.925 0.445 1.374 0.469
C -1.2379 -0.0887 0.1442 -0.526 0.206 -4.255 0.015
H 1.8120 -0.1202 2.0994 -1.582 0.030 -0.978 0.252